Entry i
119
Properties=species:S:1:pos:R:3:mulliken_spin:R:1 method="wB97M-V/def2-TZVPD" gap_ha="0.2256 / 0.2258" multiplicity=4 lumo_energy_ev="3.89 / 3.89" total_charge=-2 homo_ev="-2.3 / -2.3"
H -7.059 4.776 0.340 0.0000
C 1.650 5.476 2.067 -0.0001
C 1.256 2.437 -4.597 0.0007
H 5.380 -4.482 0.455 0.0000
C 2.835 5.235 -1.651 0.0000
C -5.728 -1.607 1.485 0.0001
N 3.589 -0.205 4.840 -0.0003
H 1.130 5.532 1.111 0.0000
C 5.198 -1.953 3.580 0.0003
C -4.839 1.612 -0.141 -0.0003
H 1.834 -5.258 -0.676 -0.0001
H 2.351 2.753 2.202 0.0000
C -4.597 -0.798 1.391 0.0001
I -0.700 2.307 1.609 -0.0048
H -4.760 4.698 1.281 0.0000
H 0.253 -3.583 -0.477 0.0006
H 3.504 -5.858 -0.699 0.0000
H -2.278 -3.133 2.403 -0.0001
H -5.733 -2.311 4.801 0.0000
H 3.305 -3.953 2.535 0.0001
C -1.395 -4.175 0.770 0.0001
C -4.171 -0.136 -2.980 0.0002
H -5.332 -2.670 -1.078 0.0000
C 4.734 1.951 -5.832 0.0001
C -1.488 -3.224 -1.641 0.0008
C 2.242 0.571 -3.412 0.0011
C 5.598 -1.468 4.816 -0.0005
C -1.839 -2.872 1.429 0.0004
N 1.781 -1.877 0.305 0.0031
Nd 0.207 0.014 -0.182 3.0384
C 2.456 -2.801 0.318 -0.0071
H -4.176 -0.089 -5.121 0.0000
C 1.590 5.243 -2.531 0.0000
H 4.189 -0.232 7.457 0.0000
C 4.715 -0.572 5.419 0.0000
H 3.033 -4.486 -1.722 -0.0001
H -0.578 -5.066 -0.979 -0.0003
C 3.261 -0.729 3.626 -0.0001
H 4.259 0.143 -3.958 0.0000
C -5.091 -2.085 -1.958 -0.0001
C -4.483 -0.839 -1.813 -0.0001
S 1.790 -0.248 2.936 -0.0020
C -4.369 2.721 0.562 -0.0006
H 3.627 5.367 1.209 0.0000
H 3.669 5.687 -2.196 0.0000
C -3.925 -0.498 2.580 -0.0003
C -5.062 -1.891 -4.355 -0.0001
C -6.437 3.898 0.201 0.0000
H -1.240 -1.021 1.942 -0.0007
H -1.517 -1.288 -2.294 0.0007
H 1.016 4.907 2.746 -0.0001
H -0.710 -4.713 1.437 0.0000
C 2.880 -4.964 -0.754 0.0005
H 2.645 5.848 -0.764 0.0000
C -5.427 -1.870 3.859 0.0000
C 1.152 1.478 -3.586 0.0005
C 5.000 0.019 6.774 -0.0001
N 4.066 -1.628 2.984 0.0006
C -5.394 -2.602 -3.212 0.0000
H -6.508 0.837 -1.240 0.0000
H 5.943 -0.351 7.176 0.0000
S 2.166 -0.827 -2.400 -0.0055
C 2.899 3.349 1.469 0.0004
H 0.735 4.834 -1.992 0.0001
C 3.412 0.790 -4.146 0.0005
H -7.912 2.836 -0.948 0.0000
H 5.034 1.107 6.700 0.0000
H -3.688 0.832 -2.891 -0.0001
H -5.266 -2.306 -5.335 0.0000
S -0.299 1.446 -2.637 -0.0091
C 3.013 4.800 1.915 -0.0001
H 0.401 3.076 -4.781 0.0003
C -6.917 2.811 -0.516 0.0000
N 2.395 4.339 -7.268 -0.0001
O 2.068 1.637 -0.306 -0.0024
H 1.754 4.643 -3.423 0.0000
H 4.207 3.819 -0.723 0.0000
N 5.736 2.083 -6.386 0.0000
H -2.296 -4.791 0.664 -0.0001
H 1.346 6.261 -2.840 0.0000
H -2.518 -3.074 -1.324 -0.0003
C 3.011 -4.649 1.751 0.0002
H -0.100 -2.145 2.258 0.0008
C -6.124 1.684 -0.681 0.0001
C -5.155 3.853 0.730 0.0000
H -3.070 0.172 2.545 -0.0003
H 3.595 -5.567 1.851 0.0000
H -3.369 2.694 0.981 0.0009
H -3.754 -0.815 4.693 0.0000
N -0.865 -1.911 -1.825 -0.0047
H -5.886 -3.565 -3.295 0.0000
H -0.040 -1.991 -2.417 -0.0016
C -4.445 -0.653 -4.237 0.0003
C 2.413 3.556 -6.422 0.0000
H 4.966 -3.244 -0.750 -0.0001
C 2.397 2.594 -5.380 -0.0006
H 6.529 -1.778 5.272 0.0000
H 3.530 4.815 2.878 0.0000
H 3.266 3.141 -2.067 0.0001
N -0.792 -1.860 1.568 -0.0033
H 1.953 -4.893 1.867 0.0000
H -2.626 -2.430 0.827 -0.0001
H -6.300 -1.840 0.594 0.0000
C -0.722 -4.049 -0.598 0.0002
H 1.766 6.489 2.457 0.0000
C 3.235 3.827 -1.218 -0.0001
H 5.840 -2.656 3.046 0.0000
O -2.297 -0.025 -0.203 -0.0053
C -6.145 -2.134 2.702 0.0000
H 4.972 -2.830 0.972 0.0000
C 3.275 -4.009 0.379 0.0017
Si -3.863 -0.021 -0.201 -0.0018
S 1.963 3.115 -0.088 -0.0007
C 4.750 -3.613 0.252 0.0002
H 3.872 2.887 1.299 0.0000
C 3.519 1.780 -5.119 -0.0005
H -7.031 -2.759 2.744 0.0000
H -1.518 -3.777 -2.590 0.0002
C -4.319 -1.035 3.795 0.0000

Entry ii
119
Properties=species:S:1:pos:R:3:mulliken_spin:R:1 method="wB97M-V/def2-TZVPD" gap_ha="0.2278 / 0.2284" multiplicity=4 lumo_energy_ev="3.83 / 3.83" total_charge=-2 homo_ev="-2.4 / -2.4"
C -1.108 -6.427 1.522 -0.0007
C 0.126 -2.746 -4.566 0.0001
H -0.510 4.108 3.295 0.0000
C -1.577 -5.118 1.511 -0.0007
C 4.128 0.485 0.317 0.0003
C 2.887 4.563 -1.652 0.0004
H -4.032 -3.045 -1.443 0.0000
H -0.092 -1.779 3.055 -0.0025
N 2.371 -0.013 -1.996 -0.0060
C 1.359 2.919 -0.615 -0.0100
C -1.524 -3.528 -2.498 0.0038
H -2.893 -4.247 -4.023 0.0000
H 0.302 5.316 -1.096 0.0001
N 2.190 -0.529 1.442 -0.0033
H 2.287 4.483 -2.554 -0.0002
H -3.133 3.046 -7.246 0.0000
C -0.861 -1.148 6.777 0.0001
C -0.253 -2.652 5.006 -0.0002
C -0.565 -3.447 -5.732 0.0000
C -0.828 -4.049 1.006 0.0021
N -0.547 2.178 -5.634 -0.0001
C -0.877 -0.094 5.873 0.0000
C -0.545 -2.432 6.345 0.0000
I -2.650 0.376 -1.371 -0.0056
H 3.752 3.406 0.645 0.0000
H -0.776 -1.716 -7.022 0.0000
H 2.018 0.902 4.566 0.0001
H 1.940 -5.841 0.087 0.0003
H 3.299 4.959 5.060 0.0000
H -1.125 0.901 6.230 0.0000
H -1.191 -4.259 -5.354 0.0000
H -0.710 -4.247 -2.594 0.0001
H 3.830 -1.614 0.779 -0.0002
H 0.708 -1.888 -4.917 0.0000
C -2.600 2.799 4.596 0.0004
N -2.584 -8.325 2.460 0.0000
C 0.625 2.379 3.861 0.0014
H -3.481 1.520 -6.419 0.0000
C -3.368 1.778 2.573 0.0003
C 0.284 2.581 -4.626 0.0001
C 2.044 4.216 -0.421 0.0018
H 4.094 -0.951 -2.850 0.0000
H -1.921 -3.023 -7.376 0.0000
H 3.278 1.144 0.142 0.0001
Si -0.671 1.109 3.244 0.0043
C -1.801 2.595 -5.627 0.0000
H -2.159 -1.981 -5.965 0.0000
H 2.533 0.868 -2.482 0.0020
C 0.955 -5.643 0.490 0.0003
C -2.315 3.408 -4.618 -0.0003
C -4.844 3.206 3.829 0.0000
H 2.378 3.791 1.699 -0.0001
H -5.384 2.221 1.997 0.0000
H -2.082 1.633 -7.514 0.0000
C -1.922 -7.474 2.038 0.0000
C -4.607 2.386 2.734 0.0002
H 3.278 5.580 -1.545 0.0000
S 1.497 -3.114 -0.247 -0.0027
H 3.719 3.867 -1.763 0.0000
C 2.941 4.111 0.819 0.0002
H -3.350 3.722 -4.610 -0.0001
C 1.833 1.966 4.432 -0.0007
C -1.409 -2.485 -6.575 0.0000
C 3.640 -0.641 1.234 0.0020
N 0.804 1.914 -0.625 0.0005
S -1.536 -2.470 1.050 -0.0112
H -1.579 -3.201 -1.458 -0.0042
H -3.188 1.150 1.704 -0.0004
C -2.340 1.968 3.501 -0.0007
C -2.678 2.170 -6.778 0.0000
H 3.375 5.093 1.021 0.0000
S 1.904 2.017 -4.640 -0.0001
H -1.105 -0.970 7.818 0.0000
H -1.729 4.415 -2.813 0.0000
H 4.906 1.071 0.815 0.0001
C 3.637 -0.750 -1.872 0.0020
S -1.020 -2.008 -3.364 -0.0018
H 4.985 0.896 -1.603 0.0000
C 4.658 0.016 -1.036 0.0003
H -4.009 4.058 5.617 0.0000
C 0.761 -8.010 1.006 0.0001
H 0.204 -3.900 -6.361 0.0000
H -2.563 -4.908 1.904 -0.0001
C 0.486 -4.324 0.461 -0.0014
N 1.238 -9.065 1.000 0.0000
H 1.394 6.240 -0.040 0.0000
H 0.784 -3.404 -3.995 0.0000
Nd 0.070 -0.437 -0.264 3.0545
H -3.966 -2.207 -2.987 -0.0002
C -0.590 -0.293 4.519 0.0008
H 0.322 5.002 0.646 0.0000
H -2.987 -5.070 -2.470 0.0000
O -0.033 -1.380 -2.405 -0.0103
C 2.558 4.242 4.724 0.0000
C 0.420 3.756 3.730 -0.0003
H 1.170 5.742 4.064 0.0000
H -0.017 -3.651 4.658 0.0001
C 1.365 4.680 4.163 -0.0001
H 1.860 -1.334 1.965 -0.0004
H -1.823 2.981 5.332 -0.0001
C 0.939 5.261 -0.211 0.0000
C -4.039 -3.193 -2.525 0.0003
C 2.792 2.879 4.854 -0.0001
H 1.784 -0.528 -2.642 -0.0014
C -1.416 3.773 -3.635 0.0003
H 4.183 -0.614 2.185 0.0000
C -2.873 -4.090 -2.940 -0.0001
C 0.209 -6.698 1.004 -0.0004
C -0.282 -1.592 4.107 0.0003
N -0.147 3.394 -3.624 0.0000
H -4.993 -3.646 -2.806 0.0000
H 3.418 -1.716 -1.413 -0.0016
H 5.537 -0.621 -0.890 0.0001
O -0.363 0.629 1.775 -0.0092
H 1.969 0.292 1.994 -0.0027
H 3.718 2.530 5.297 0.0000
H -5.808 3.684 3.958 0.0000
H -0.534 -3.255 7.050 0.0000
C -3.834 3.414 4.762 0.0000

Relative stability in hartree, measured from the most stable structure: entry i 0.0000; entry ii 0.0124